C72H144N8O8 | ωB97M-V with the def2-TZVPD basis set

The value obtained for the HOMO energy (spin up / spin down) is -7.10 / -8.47 eV. The calculation puts the energy above the lowest of the compared OMol25 structures with the same formula, charge and spin at 64.93 kcal per mole. Its expectation value of S² is 20.03. The spin multiplicity is 9. The HOMO-LUMO gap (spin up / spin down) comes out at 7.43 / 8.65 eV.

Each atom is followed by the atoms it is bonded to, with distances in Å.
Atoms and positions in Å:
1 O 4.68 -7.00 2.21  N11 1.245
2 O -1.44 4.16 -4.52  N12 1.272
3 O -4.53 -5.39 3.10  N9 1.206
4 O -1.91 -1.19 4.69  N13 1.343
5 O -0.80 2.86 0.80  N15 1.320
6 O 1.20 -2.96 -0.87  N14 1.314
7 O 6.67 -0.46 1.43  N10 1.345
8 O -4.27 -0.19 -1.91  N16 1.293
9 N -3.94 -5.35 2.05  O3 1.206, C25 1.501, C39 1.585
10 N 6.27 0.59 2.17  O7 1.345, C45 1.422, C48 1.405
11 N 4.67 -6.03 1.44  O1 1.245, C33 1.423, C86 1.460
12 N -0.91 4.03 -5.67  O2 1.272, C67 1.479, C73 1.465
13 N -1.02 -0.23 4.38  O4 1.343, C17 1.519, C38 1.496
14 N 0.63 -1.84 -1.23  O6 1.314, C22 1.451, C79 1.444
15 N -0.85 4.18 0.65  O5 1.320, C29 1.576, C34 1.530
16 N -5.15 0.76 -1.85  O8 1.293, C51 1.441, C80 1.441
17 C -1.67 1.15 4.45  N13 1.519, C55 1.521, C61 1.547, C72 1.483
18 C -2.53 -4.28 0.31  C25 1.506, C30 1.571, H151 1.095, H200 1.110
19 C 3.75 -5.05 -0.57  C28 1.501, C33 1.520, H129 1.104, H199 1.170
20 C 1.47 4.38 1.22  C34 1.546, H94 1.085, H205 1.060, H219 1.081
21 C 5.29 1.46 4.12  C48 1.504, C52 1.536, H203 1.176, H223 1.099
22 C 0.70 -0.73 -0.29  N14 1.451, C27 1.521, C32 1.603, C87 1.624
23 C 0.45 6.26 -0.04  C24 1.563, C34 1.516, H131 1.072, H146 1.124
24 C -0.86 6.76 -0.74  C23 1.563, C31 1.534, H176 1.123, H232 1.099
25 C -3.03 -4.20 1.73  N9 1.501, C18 1.506, C49 1.460, C84 1.503
26 C 1.26 0.70 4.37  C38 1.495, C88 1.542, H171 1.127, H210 1.051
27 C 2.00 -0.77 0.51  C22 1.521, H108 1.066, H122 1.091, H170 1.090
28 C 4.80 -3.98 -0.54  C19 1.501, C37 1.505, H136 1.108, H165 1.078
29 C -2.23 4.81 0.26  N15 1.576, C31 1.513, C62 1.601, C71 1.510
30 C -1.94 -5.69 -0.06  C18 1.571, C81 1.494, H191 1.095, H220 1.157
31 C -2.03 6.31 0.14  C24 1.534, C29 1.513, H164 1.099, H230 1.101
32 C -0.54 -0.97 0.69  C22 1.603, H117 1.111, H155 1.093, H212 1.118
33 C 3.46 -5.74 0.75  N11 1.423, C19 1.520, C83 1.574, C85 1.535
34 C 0.46 4.75 0.11  N15 1.530, C20 1.546, C23 1.516, C41 1.567
35 C 1.11 2.84 -5.12  C73 1.548, H112 1.069, H182 1.080, H216 1.068
36 C -2.72 -7.50 2.55  C39 1.512, H134 1.098, H168 1.133, H192 1.120
37 C 6.03 -4.58 0.10  C28 1.505, C86 1.524, H174 1.102, H227 1.033
38 C 0.37 -0.38 4.90  N13 1.496, C26 1.495, C42 1.521, C63 1.558
39 C -3.57 -6.79 1.52  N9 1.585, C36 1.512, C77 1.446, C81 1.462
40 C 5.72 -4.10 2.63  C86 1.548, H119 1.099, H156 1.087, H175 1.163
41 C 0.68 4.03 -1.26  C34 1.567, H91 1.093, H139 1.077, H185 1.122
42 C 0.45 -0.56 6.41  C38 1.521, H153 1.066, H181 1.137, H196 1.090
43 C -6.47 0.00 -3.68  C80 1.527, H141 1.038, H143 1.098, H207 1.048
44 C 7.57 2.06 1.01  C45 1.485, H105 1.156, H113 1.194, H125 1.174
45 C 6.17 1.77 1.38  N10 1.422, C44 1.485, C68 1.545, C82 1.481
46 C 0.02 2.60 -7.42  C73 1.510, C76 1.530, H93 1.093, H147 1.066
47 C -1.12 1.60 -5.50  C73 1.550, H118 1.117, H162 1.091, H177 1.122
48 C 5.78 0.21 3.43  N10 1.405, C21 1.504, C56 1.529, C70 1.546
49 C -1.92 -4.12 2.68  C25 1.460, H121 1.146, H128 1.133, H209 1.053
50 C -4.66 1.47 -4.13  C80 1.457, H99 1.042, H110 1.141, H221 1.098
51 C -5.68 0.95 -0.53  N16 1.441, C57 1.486, C60 1.526, C74 1.534
52 C 4.61 2.49 3.20  C21 1.536, C68 1.483, H132 1.134, H144 1.149
53 C 0.91 -2.61 -3.59  C79 1.572, H96 1.094, H101 1.106, H213 1.133
54 C -1.86 6.16 -6.29  C67 1.540, H111 1.099, H225 1.139, H228 1.107
55 C -2.81 1.26 3.44  C17 1.521, H133 1.139, H142 1.100, H163 1.119
56 C 4.81 -0.93 3.14  C48 1.529, H149 1.062, H169 1.100, H187 1.012
57 C -6.27 2.32 -0.49  C51 1.486, C75 1.563, H173 1.113, H204 1.109
58 C -1.25 -2.62 -2.38  C79 1.503, H89 1.099, H190 1.106, H226 1.118
59 C -0.59 4.87 -7.93  C67 1.505, C76 1.563, H160 1.106, H215 1.098
60 C -6.69 -0.13 -0.14  C51 1.526, H92 1.092, H158 1.065, H224 1.073
61 C -2.34 1.36 5.82  C17 1.547, H138 1.134, H188 1.066, H189 1.117
62 C -3.34 4.52 1.38  C29 1.601, H124 1.076, H135 1.094, H218 1.097
63 C 0.96 -1.67 4.27  C38 1.558, H127 1.071, H186 1.115, H217 1.116
64 C -0.42 0.70 -2.07  C78 1.522, C87 1.477, H130 1.096, H231 1.106
65 C -6.52 2.43 -2.96  C75 1.493, C80 1.511, H166 1.103, H222 1.102
66 C 7.15 -5.95 1.78  C86 1.565, H106 1.127, H193 1.070, H229 1.063
67 C -0.64 5.24 -6.48  N12 1.479, C54 1.540, C59 1.505, C69 1.506
68 C 5.62 2.96 2.22  C45 1.545, C52 1.483, H150 1.154, H184 1.105
69 C 0.55 6.07 -6.09  C67 1.506, H102 1.097, H167 1.092, H201 1.071
70 C 7.01 -0.45 4.09  C48 1.546, H114 1.097, H148 1.072, H161 1.166
71 C -2.71 4.12 -0.99  C29 1.510, H116 1.146, H159 1.083, H179 1.087
72 C -0.63 2.13 4.07  C17 1.483, C88 1.473, H126 1.110, H183 1.084
73 C -0.21 2.77 -5.93  N12 1.465, C35 1.548, C46 1.510, C47 1.550
74 C -4.66 0.87 0.61  C51 1.534, H97 1.065, H98 1.114, H198 1.092
75 C -7.26 2.56 -1.67  C57 1.563, C65 1.493, H100 1.085, H115 1.052
76 C 0.54 3.82 -8.18  C46 1.530, C59 1.563, H180 1.081, H211 1.082
77 C -4.88 -7.42 1.45  C39 1.446, H90 1.102, H104 1.133, H107 1.061
78 C -0.14 -0.42 -3.07  C64 1.522, C79 1.526, H154 1.090, H202 1.116
79 C 0.02 -1.84 -2.54  N14 1.444, C53 1.572, C58 1.503, C78 1.526
80 C -5.68 1.19 -3.12  N16 1.441, C43 1.527, C50 1.457, C65 1.511
81 C -2.97 -6.73 0.19  C30 1.494, C39 1.462, H152 1.093, H197 1.159
82 C 5.43 1.56 0.12  C45 1.481, H120 1.143, H137 1.053, H140 1.097
83 C 2.61 -7.03 0.45  C33 1.574, H109 1.067, H145 1.089, H195 1.113
84 C -3.93 -3.00 1.89  C25 1.503, H206 1.075, H208 1.124, H214 1.083
85 C 2.48 -4.94 1.62  C33 1.535, H123 1.081, H157 1.096, H194 1.106
86 C 5.84 -5.15 1.50  N11 1.460, C37 1.524, C40 1.548, C66 1.565
87 C 0.63 0.71 -1.03  C22 1.624, C64 1.477, H95 1.097, H103 1.120
88 C 0.70 2.10 4.70  C26 1.542, C72 1.473, H172 1.094, H178 1.143
89 H -1.67 -2.97 -3.33  C58 1.099
90 H -5.27 -7.44 2.48  C77 1.102
91 H -0.16 4.20 -1.94  C41 1.093
92 H -7.58 -0.19 -0.76  C60 1.092
93 H 0.75 1.80 -7.59  C46 1.093
94 H 2.44 4.78 0.94  C20 1.085
95 H 0.36 1.40 -0.23  C87 1.097
96 H 0.72 -3.68 -3.70  C53 1.094
97 H -3.82 1.48 0.36  C74 1.065
98 H -4.35 -0.20 0.73  C74 1.114
99 H -4.06 0.65 -4.36  C50 1.042
100 H -8.12 1.93 -1.50  C75 1.085
101 H 0.66 -2.15 -4.57  C53 1.106
102 H 0.45 6.64 -5.16  C69 1.097
103 H 1.63 0.89 -1.50  C87 1.120
104 H -4.72 -8.48 1.11  C77 1.133
105 H 7.88 1.25 0.26  C44 1.156
106 H 8.02 -5.24 1.71  C66 1.127
107 H -5.62 -7.04 0.80  C77 1.061
108 H 2.18 0.11 1.07  C27 1.066
109 H 2.19 -7.37 1.38  C83 1.067
110 H -5.15 1.87 -5.07  C50 1.141
111 H -1.84 6.54 -5.26  C54 1.099
112 H 1.70 3.62 -5.55  C35 1.069
113 H 8.31 2.11 1.96  C44 1.194
114 H 7.41 -1.39 3.70  C70 1.097
115 H -7.81 3.44 -1.51  C75 1.052
116 H -3.79 4.47 -1.11  C71 1.146
117 H -0.39 -0.35 1.60  C32 1.111
118 H -2.20 1.83 -5.66  C47 1.117
119 H 4.89 -3.41 2.45  C40 1.099
120 H 4.97 2.56 -0.19  C82 1.143
121 H -1.08 -4.88 2.50  C49 1.146
122 H 2.12 -1.68 1.11  C27 1.091
123 H 2.47 -5.51 2.54  C85 1.081
124 H -3.06 4.91 2.34  C62 1.076
125 H 7.86 3.05 0.44  C44 1.174
126 H -1.15 3.11 4.17  C72 1.110
127 H 0.58 -2.54 4.77  C63 1.071
128 H -1.52 -3.06 2.65  C49 1.133
129 H 2.79 -4.66 -0.96  C19 1.104
130 H -1.36 0.43 -1.59  C64 1.096
131 H 0.45 6.71 0.94  C23 1.072
132 H 3.78 1.94 2.66  C52 1.134
133 H -3.31 2.28 3.41  C55 1.139
134 H -2.77 -8.59 2.40  C36 1.098
135 H -4.26 5.02 1.04  C62 1.094
136 H 4.44 -3.16 0.12  C28 1.108
137 H 6.08 1.28 -0.67  C82 1.053
138 H -3.27 1.97 5.58  C61 1.134
139 H 0.80 2.96 -1.29  C41 1.077
140 H 4.72 0.77 0.38  C82 1.097
141 H -6.88 0.24 -4.61  C43 1.038
142 H -2.53 1.09 2.39  C55 1.100
143 H -5.64 -0.71 -3.80  C43 1.098
144 H 3.98 3.27 3.75  C52 1.149
145 H 1.76 -6.66 -0.13  C83 1.089
146 H 1.39 6.58 -0.57  C23 1.124
147 H -0.82 2.19 -7.94  C46 1.066
148 H 7.64 0.39 4.33  C70 1.072
149 H 4.54 -1.25 4.12  C56 1.062
150 H 6.37 3.53 2.88  C68 1.154
151 H -3.32 -3.97 -0.37  C18 1.095
152 H -2.64 -7.75 -0.05  C81 1.093
153 H 1.48 -0.45 6.65  C42 1.066
154 H -0.81 -0.43 -3.94  C78 1.090
155 H -1.44 -0.52 0.26  C32 1.093
156 H 5.57 -4.61 3.58  C40 1.087
157 H 1.47 -4.92 1.18  C85 1.096
158 H -6.97 -0.08 0.88  C60 1.065
159 H -2.15 4.52 -1.83  C71 1.083
160 H -1.57 4.46 -8.21  C59 1.106
161 H 6.62 -0.84 5.12  C70 1.166
162 H -1.10 1.40 -4.42  C47 1.091
163 H -3.71 0.67 3.73  C55 1.119
164 H -2.96 6.59 -0.35  C31 1.099
165 H 4.98 -3.61 -1.54  C28 1.078
166 H -7.22 2.51 -3.80  C65 1.103
167 H 0.81 6.77 -6.88  C69 1.092
168 H -1.62 -7.30 2.36  C36 1.133
169 H 5.26 -1.72 2.54  C56 1.100
170 H 2.85 -0.65 -0.16  C27 1.090
171 H 1.53 0.69 3.28  C26 1.127
172 H 1.42 2.75 4.20  C88 1.094
173 H -5.40 3.00 -0.65  C57 1.113
174 H 6.95 -3.98 0.08  C37 1.102
175 H 6.64 -3.41 2.79  C40 1.163
176 H -0.82 7.88 -0.77  C24 1.123
177 H -0.78 0.68 -6.05  C47 1.122
178 H 0.63 2.38 5.80  C88 1.143
179 H -2.77 3.03 -1.01  C71 1.087
180 H 0.86 3.76 -9.21  C76 1.081
181 H -0.02 -1.53 6.80  C42 1.137
182 H 0.84 2.96 -4.08  C35 1.080
183 H -0.41 2.08 3.01  C72 1.084
184 H 5.10 3.76 1.68  C68 1.105
185 H 1.60 4.41 -1.79  C41 1.122
186 H 0.87 -1.83 3.16  C63 1.115
187 H 3.95 -0.53 2.78  C56 1.012
188 H -2.62 0.45 6.30  C61 1.066
189 H -1.70 1.94 6.53  C61 1.117
190 H -0.95 -3.51 -1.80  C58 1.106
191 H -1.62 -5.59 -1.10  C30 1.095
192 H -2.92 -7.21 3.62  C36 1.120
193 H 7.15 -6.41 2.74  C66 1.070
194 H 2.82 -3.90 1.77  C85 1.106
195 H 3.00 -7.82 -0.21  C83 1.113
196 H -0.05 0.24 6.96  C42 1.090
197 H -3.87 -6.50 -0.51  C81 1.159
198 H -5.24 1.15 1.48  C74 1.092
199 H 4.15 -5.92 -1.25  C19 1.170
200 H -1.78 -3.47 0.21  C18 1.110
201 H 1.46 5.53 -5.92  C69 1.071
202 H 0.79 -0.13 -3.61  C78 1.116
203 H 4.50 1.05 4.89  C21 1.176
204 H -6.83 2.63 0.41  C57 1.109
205 H 1.31 4.78 2.19  C20 1.060
206 H -4.05 -2.95 2.95  C84 1.075
207 H -7.18 -0.37 -3.01  C43 1.048
208 H -4.93 -3.12 1.40  C84 1.124
209 H -2.39 -4.42 3.57  C49 1.053
210 H 2.17 0.65 4.90  C26 1.051
211 H 1.45 4.12 -7.67  C76 1.082
212 H -0.60 -2.03 1.05  C32 1.118
213 H 2.03 -2.61 -3.42  C53 1.133
214 H -3.30 -2.16 1.62  C84 1.083
215 H -0.41 5.68 -8.66  C59 1.098
216 H 1.65 1.92 -5.25  C35 1.068
217 H 2.06 -1.72 4.40  C63 1.116
218 H -3.61 3.47 1.58  C62 1.097
219 H 1.65 3.32 1.22  C20 1.081
220 H -0.92 -5.93 0.43  C30 1.157
221 H -4.06 2.31 -3.76  C50 1.098
222 H -5.96 3.39 -2.97  C65 1.102
223 H 5.95 2.03 4.79  C21 1.099
224 H -6.19 -1.05 -0.40  C60 1.073
225 H -1.88 6.99 -7.07  C54 1.139
226 H -2.09 -2.08 -1.86  C58 1.118
227 H 6.26 -5.28 -0.62  C37 1.033
228 H -2.78 5.56 -6.40  C54 1.107
229 H 7.36 -6.73 1.08  C66 1.063
230 H -2.02 6.78 1.14  C31 1.101
231 H -0.56 1.70 -2.53  C64 1.106
232 H -1.05 6.46 -1.78  C24 1.099